(1)
{
  "formula": "C38H33BrN3O5ReS",
  "method": "ωB97M-V with the def2-TZVPD basis set",
  "species": ["Re", "O", "C", "O", "C", "C", "C", "C", "C", "C", "N", "C", "C", "C", "C", "C", "C", "N", "H", "H", "H", "H", "H", "H", "H", "H", "H", "H", "C", "C", "C", "C", "C", "C", "C", "C", "S", "C", "N", "C", "C", "C", "C", "C", "C", "C", "C", "H", "H", "H", "H", "H", "H", "H", "H", "H", "H", "H", "H", "H", "H", "H", "H", "C", "O", "H", "H", "H", "Br", "C", "C", "C", "C", "C", "C", "C", "O", "O", "H", "H", "H", "H"],
  "xyz": [[0.535995, -1.367710, -0.075072], [-5.529735, -2.305081, -5.448577], [-4.488901, -1.489949, -5.184880], [-4.182412, -0.622588, -5.948735], [-3.767654, -1.707554, -3.885846], [-3.664654, -2.955151, -3.282326], [-2.921740, -3.107731, -2.122600], [-2.298584, -2.002927, -1.555397], [-2.388081, -0.755300, -2.156372], [-3.121998, -0.613981, -3.318931], [-1.489177, -2.167448, -0.382263], [-1.931325, -2.925890, 0.549088], [-1.036117, -3.276978, 1.630838], [-1.429331, -4.015544, 2.736034], [-0.483095, -4.337326, 3.689933], [0.826355, -3.917678, 3.498925], [1.148402, -3.180491, 2.376351], [0.234157, -2.861730, 1.450320], [-5.753550, -2.841905, -4.679315], [-4.108342, -3.832519, -3.737560], [-2.784112, -4.093966, -1.697599], [-1.899813, 0.100195, -1.708400], [-3.195416, 0.347279, -3.809352], [-2.932986, -3.342437, 0.512404], [-2.462439, -4.318088, 2.837605], [-0.757727, -4.906193, 4.567294], [1.600153, -4.155637, 4.214306], [2.151577, -2.828805, 2.184540], [2.569387, 2.748340, 2.995159], [2.817729, 3.757165, 1.872937], [2.113116, 5.076119, 2.223302], [4.330554, 4.006172, 1.776375], [2.326061, 3.247297, 0.519508], [2.440643, 4.086051, -0.608588], [2.110804, 3.669015, -1.878422], [1.646096, 2.366638, -2.035347], [1.290235, 1.498899, -3.501831], [0.967659, 0.097147, -2.583944], [1.036959, 0.263979, -1.279455], [1.473924, 1.539387, -0.931806], [1.815455, 1.973078, 0.348899], [0.732598, -1.257963, -3.045553], [0.692689, -1.643368, -4.380418], [0.552196, -2.986235, -4.687214], [0.463369, -3.924960, -3.665081], [0.478298, -3.524806, -2.334554], [0.608728, -2.182411, -1.992304], [2.944475, 3.156589, 3.934235], [3.096072, 1.808655, 2.814958], [1.507485, 2.532732, 3.127334], [2.388256, 5.385963, 3.232627], [1.027684, 4.973826, 2.183146], [2.398347, 5.880306, 1.544872], [4.705746, 4.392129, 2.725810], [4.570675, 4.733675, 1.000547], [4.863394, 3.080709, 1.549833], [2.826213, 5.088706, -0.483025], [2.234722, 4.326874, -2.727772], [1.694098, 1.298225, 1.185464], [0.773143, -0.907615, -5.171908], [0.519768, -3.304067, -5.720349], [0.370468, -4.975286, -3.910170], [0.377283, -4.271123, -1.553694], [3.512659, -1.254783, -0.468165], [2.345132, -1.613342, 0.273121], [3.416056, -1.597013, -1.499405], [4.370229, -1.737241, -0.003103], [3.648133, -0.172713, -0.448448], [-3.472396, -0.631762, 2.629560], [-2.632964, 1.022042, 3.044955], [-3.023665, 1.657533, 4.211808], [-2.505082, 2.907143, 4.513453], [-1.628675, 3.527574, 3.636290], [-1.258823, 2.886607, 2.466237], [-1.733125, 1.613375, 2.167646], [-1.256056, 0.991304, 0.886187], [-1.389215, 1.564530, -0.172195], [-0.637107, -0.156341, 1.055502], [-3.739055, 1.183701, 4.869021], [-2.807674, 3.402814, 5.425928], [-1.243217, 4.513386, 3.859188], [-0.598937, 3.366476, 1.754435]],
  "forces_ev_per_a": [[0.070, 0.155, 0.360], [0.036, -0.041, -0.022], [-0.146, 0.157, 0.103], [0.060, -0.060, -0.043], [0.050, -0.054, -0.023], [0.013, 0.008, -0.002], [-0.013, 0.001, -0.014], [0.010, -0.019, 0.024], [-0.022, 0.043, 0.028], [-0.001, 0.022, 0.004], [-0.141, 0.142, -0.201], [0.020, 0.002, 0.025], [0.005, 0.009, 0.015], [0.003, -0.004, 0.004], [-0.009, -0.006, -0.003], [0.009, 0.003, -0.019], [0.002, -0.028, 0.011], [-0.047, 0.076, -0.144], [0.008, -0.008, -0.006], [-0.003, -0.001, -0.003], [0.009, 0.005, 0.009], [0.028, 0.048, 0.058], [-0.004, -0.002, -0.002], [-0.006, 0.003, 0.004], [-0.002, 0.001, -0.004], [0.001, -0.001, 0.001], [0.001, 0.002, 0.002], [0.001, 0.008, 0.006], [-0.004, 0.007, -0.011], [-0.003, -0.006, 0.000], [0.004, -0.002, 0.003], [0.001, 0.001, 0.014], [0.004, -0.001, -0.005], [0.008, -0.002, -0.007], [0.005, 0.004, 0.005], [-0.006, -0.003, 0.010], [0.011, -0.005, -0.007], [-0.021, 0.000, 0.042], [-0.045, 0.047, -0.077], [-0.008, 0.019, -0.046], [-0.034, 0.020, 0.013], [0.001, -0.017, 0.008], [-0.004, 0.000, -0.008], [0.000, 0.003, 0.004], [-0.004, -0.003, 0.007], [0.009, 0.004, 0.001], [0.085, -0.293, -0.067], [-0.005, 0.002, 0.002], [0.002, -0.004, -0.002], [-0.030, 0.000, -0.003], [0.014, 0.006, -0.004], [-0.015, -0.022, 0.023], [-0.016, -0.002, -0.014], [0.001, -0.001, 0.000], [0.003, 0.001, 0.003], [0.001, -0.001, -0.002], [-0.003, 0.005, -0.002], [-0.002, 0.003, -0.001], [-0.005, -0.011, 0.007], [-0.002, 0.001, -0.003], [0.000, 0.001, -0.003], [0.002, -0.003, -0.002], [0.005, -0.006, 0.001], [0.020, 0.005, -0.003], [-0.153, 0.123, -0.021], [0.002, 0.000, 0.000], [-0.004, -0.002, -0.005], [-0.001, -0.009, -0.001], [0.020, -0.026, 0.000], [0.037, 0.003, -0.014], [-0.001, -0.011, -0.001], [-0.010, 0.007, 0.008], [0.022, 0.003, -0.005], [0.019, 0.012, -0.007], [-0.083, -0.071, -0.012], [0.156, 0.152, -0.014], [-0.059, -0.118, -0.096], [0.140, -0.274, 0.131], [0.000, -0.003, 0.000], [0.001, -0.001, 0.003], [0.007, 0.007, -0.006], [0.011, -0.002, -0.009]],
  "lowdin_charge": [1.66, 0.13, -0.48, 0.14, -0.12, -0.01, -0.01, -0.24, 0.02, 0.03, -0.02, -0.09, -0.25, 0.01, -0.02, -0.01, -0.07, -0.02, 0.10, 0.12, 0.12, 0.09, 0.13, 0.15, 0.13, 0.12, 0.12, 0.11, -0.05, -0.55, -0.03, -0.04, -0.15, -0.01, -0.05, -0.43, 1.19, -0.52, -0.07, -0.28, 0.03, -0.25, -0.02, -0.05, -0.06, -0.09, -0.24, 0.09, 0.09, 0.07, 0.09, 0.07, 0.08, 0.09, 0.08, 0.09, 0.12, 0.12, 0.11, 0.11, 0.11, 0.11, 0.10, -0.11, -0.41, 0.09, 0.09, 0.08, 0.83, -0.59, -0.12, -0.06, -0.06, -0.02, -0.17, -0.58, 0.09, -0.21, 0.10, 0.11, 0.11, 0.11],
  "homo_ev": [-11.09, -10.78],
  "total_energy_ev": -137654.94147,
  "de_lowest_kj_mol": 0.00,
  "orbital_gap_ev": [7.27, 6.80],
  "multiplicity": 2,
  "mol_weight_g_mol": 909.88,
  "s2": 0.759,
  "lumo_ev": [-3.82, -3.98],
  "total_charge": 1
}

(2)
{
  "formula": "CH8NO2",
  "method": "ωB97M-V with the def2-TZVPD basis set",
  "species": ["C", "N", "H", "H", "H", "H", "H", "H", "O", "H", "H", "O"],
  "xyz": [[-1.204675, -0.326459, -0.579669], [-0.544130, -1.002391, 0.345131], [-2.158332, 0.079828, -0.240617], [-1.016862, -0.480779, -1.639089], [0.491232, -1.037653, 0.566609], [-1.062585, -1.858169, 0.592604], [2.708709, -1.097266, 0.450611], [2.277487, -0.573985, 1.876999], [2.008332, -1.086608, 1.110300], [-0.685979, 2.661045, -0.185130], [-0.634460, 2.737929, -1.695928], [-0.600186, 2.102588, -0.971147]],
  "forces_ev_per_a": [[-0.355, -1.247, 0.539], [0.078, -0.062, -0.429], [-0.413, -0.625, -0.596], [0.997, 1.652, -0.120], [0.005, -0.443, -1.249], [-0.407, 1.062, 1.590], [0.238, 0.123, 0.224], [0.318, 0.054, -0.037], [-0.418, -0.165, -0.149], [0.044, -0.164, -0.057], [-0.019, -0.195, -0.224], [-0.068, 0.011, 0.508]],
  "lowdin_charge": [0.14, 0.11, 0.12, 0.13, 0.07, 0.17, 0.09, 0.09, -0.01, 0.07, 0.07, -0.04],
  "homo_ev": -15.73,
  "total_energy_ev": -6742.84908,
  "de_lowest_kj_mol": 239.10,
  "orbital_gap_ev": 9.62,
  "mol_weight_g_mol": 66.08,
  "lumo_ev": -6.11,
  "total_charge": 1
}

(3)
{
  "formula": "C19H42NNdOP3Se",
  "method": "ωB97M-V with the def2-TZVPD basis set",
  "species": ["Nd", "P", "P", "P", "H", "C", "C", "H", "C", "C", "C", "C", "C", "C", "C", "C", "C", "H", "H", "H", "H", "H", "H", "H", "H", "H", "H", "H", "H", "H", "H", "H", "H", "H", "H", "H", "H", "H", "H", "H", "H", "H", "H", "H", "H", "H", "C", "C", "C", "C", "C", "C", "Se", "H", "H", "H", "H", "H", "H", "C", "C", "N", "O", "H", "H", "H", "H", "H"],
  "xyz": [[0.333164, 1.766804, 0.001835], [-0.725324, -1.508350, -0.037397], [2.476662, 0.000196, 1.246500], [-1.592794, 0.995785, -1.972497], [2.996493, 4.907774, -0.425457], [1.918770, 4.757894, -0.601755], [1.226070, 3.862194, 0.212734], [1.851070, 3.335853, 0.985737], [0.070722, -2.694220, -1.212589], [-0.405621, -2.428783, 1.527678], [-2.460790, -2.060769, -0.262018], [3.938370, 1.115784, 1.348746], [2.264391, -0.433054, 3.020335], [3.228903, -1.524575, 0.566915], [-1.034739, 2.611861, -2.645458], [-3.247019, 1.395652, -1.344730], [-1.898336, -0.020589, -3.441827], [1.329216, 5.519843, -1.137296], [0.129486, 4.087016, 0.345868], [-0.328788, -3.704321, -1.046762], [1.157861, -2.679449, -1.058347], [-0.161925, -2.361221, -2.232003], [-0.920678, -3.417555, 1.497341], [-0.807093, -1.840521, 2.381393], [0.684884, -2.590010, 1.665313], [-2.493223, -3.164540, -0.238783], [-2.842190, -1.704743, -1.229596], [-3.078947, -1.662432, 0.557813], [4.787803, 0.588071, 1.818948], [3.699601, 2.013688, 1.946232], [4.223641, 1.429885, 0.329155], [3.175423, -0.886708, 3.445879], [1.429882, -1.138345, 3.138237], [2.029840, 0.478642, 3.590680], [4.243613, -1.686570, 0.966056], [3.298092, -1.428911, -0.527528], [2.616865, -2.407455, 0.800316], [-1.634501, 2.820647, -3.537938], [0.025478, 2.563813, -2.943372], [-1.168199, 3.441188, -1.931645], [-3.859380, 1.878730, -2.120496], [-3.193136, 2.070052, -0.474252], [-3.752991, 0.476381, -1.018871], [-2.573877, 0.491634, -4.149927], [-2.343434, -0.990075, -3.166623], [-0.952892, -0.225499, -3.965529], [3.543395, 1.062471, -3.846987], [3.646986, 2.054274, -2.827202], [4.242053, 3.301666, -3.099323], [4.821224, 3.548701, -4.368731], [4.700862, 2.591075, -5.393702], [4.041372, 1.370131, -5.130099], [2.999564, -0.778584, -3.380428], [1.814198, -0.885140, -4.258571], [3.254380, 1.837929, -1.813163], [4.284019, 4.076827, -2.318866], [5.353966, 4.496928, -4.532170], [5.060094, 2.799153, -6.418548], [3.949497, 0.621439, -5.924343], [-2.974720, 0.387663, 2.464060], [-1.833195, 1.312301, 2.623905], [-1.542912, 1.790151, 3.834145], [-1.101293, 1.696645, 1.633555], [-3.724269, 0.603118, 3.236157], [-2.685380, -0.672300, 2.600856], [-3.443238, 0.517279, 1.476392], [-0.785866, 2.461970, 3.944875], [-2.129990, 1.524234, 4.619510]],
  "forces_ev_per_a": [[-1.207, -5.299, -1.099], [0.556, -1.157, 0.426], [1.009, 0.014, 0.782], [-0.206, 0.639, -0.082], [-0.484, -0.379, -0.752], [-1.495, -0.538, 2.578], [2.428, 4.467, -0.866], [-0.678, 0.548, -0.329], [0.032, 0.574, 0.018], [0.006, -0.096, 0.383], [-0.240, 0.351, -0.048], [0.032, 0.146, -0.213], [-0.426, 0.119, 0.131], [-0.155, -0.139, -0.595], [-0.012, -0.057, -0.356], [-0.468, 0.116, 0.203], [0.191, -0.377, -0.465], [0.590, -0.564, -0.188], [0.941, -0.140, 0.161], [0.150, 0.285, -0.059], [-0.304, -0.084, -0.211], [0.196, -0.250, 0.110], [0.440, 0.670, 0.078], [0.361, -0.502, -0.339], [-0.788, 0.059, 0.029], [-0.018, 0.510, -0.034], [-0.115, -0.228, 0.382], [0.040, -0.222, -0.447], [-0.355, 0.289, -0.210], [0.146, -0.335, -0.172], [0.065, -0.100, 0.416], [-0.272, 0.203, -0.320], [0.298, 0.218, 0.040], [0.092, -0.274, -0.086], [-0.415, 0.219, 0.029], [0.021, -0.116, 0.334], [0.191, 0.309, -0.066], [0.216, 0.381, 0.095], [-0.163, 0.045, -0.117], [-0.132, -0.088, -0.148], [0.139, -0.152, 0.202], [0.017, -0.152, -0.307], [0.100, 0.223, -0.140], [0.206, -0.115, 0.402], [0.151, 0.404, -0.079], [-0.233, 0.065, 0.172], [0.498, 0.759, 0.229], [-0.236, -0.199, -0.599], [0.152, -0.472, -0.489], [-0.342, -0.222, 0.295], [-0.561, 0.049, 0.386], [0.114, -0.117, 0.281], [-0.167, 1.006, -0.153], [0.235, 0.136, 0.079], [0.254, 0.060, -0.507], [0.139, -0.465, -0.431], [-0.360, -0.540, -0.037], [-0.100, -0.171, 0.833], [0.120, 0.325, 0.298], [-0.729, -0.283, -0.033], [0.968, 0.964, 1.020], [-0.413, -0.541, -1.276], [-0.457, -0.153, 0.629], [0.104, -0.086, -0.209], [0.084, 0.569, -0.131], [0.282, -0.086, 0.377], [-0.332, -0.260, 0.188], [0.296, 0.236, 0.005]],
  "lowdin_charge": [1.47, 0.71, 0.71, 0.66, 0.11, 0.12, -0.33, 0.06, -0.25, -0.29, -0.27, -0.28, -0.25, -0.26, -0.30, -0.25, -0.23, 0.11, 0.08, 0.07, 0.02, 0.03, 0.08, 0.03, 0.02, 0.07, 0.02, 0.03, 0.07, 0.05, 0.04, 0.08, 0.02, 0.05, 0.08, -0.01, 0.04, 0.08, 0.04, 0.04, 0.08, 0.04, 0.05, 0.08, 0.05, 0.05, -0.57, -0.17, -0.09, -0.05, -0.04, -0.10, 0.84, -0.15, 0.04, 0.09, 0.12, 0.13, 0.11, 0.04, -0.44, 0.26, -0.28, 0.12, 0.10, 0.09, 0.15, 0.16],
  "homo_ev": [-15.87, -15.87],
  "total_energy_ev": -132385.81586,
  "de_lowest_kj_mol": 79.51,
  "orbital_gap_ev": [5.70, 5.92],
  "multiplicity": 4,
  "mol_weight_g_mol": 616.67,
  "s2": 3.756,
  "lumo_ev": [-10.16, -9.95],
  "total_charge": 3
}

(4)
{
  "formula": "C5H13N3",
  "method": "ωB97M-V with the def2-TZVPD basis set",
  "species": ["C", "C", "C", "N", "N", "N", "C", "C", "H", "H", "H", "H", "H", "H", "H", "H", "H", "H", "H", "H", "H"],
  "xyz": [[0.337924, 1.950239, 0.548866], [0.005739, 0.545565, 0.111042], [-1.239246, -0.053236, 0.394236], [-2.353211, 0.744281, 0.684165], [-1.330973, -1.297579, 1.063001], [0.873503, -0.129482, -0.653596], [2.286522, -0.203857, -0.302509], [-0.004648, -1.447157, -1.547329], [0.516708, 2.612950, -0.304632], [1.244919, 1.945817, 1.162332], [-0.454782, 2.380712, 1.162078], [-2.504014, 1.478524, 0.004373], [-3.180841, 0.171170, 0.791695], [-1.444916, -1.147182, 2.064660], [-0.515752, -1.870420, 0.889803], [2.464825, -0.638576, 0.688981], [2.819897, -0.791269, -1.053530], [2.750601, 0.788106, -0.325666], [-0.589360, -2.241401, -1.081091], [-0.553082, -0.885592, -2.298178], [0.870187, -1.911613, -1.998699]],
  "forces_ev_per_a": [[-0.088, 0.154, -0.592], [-3.696, 0.378, 1.554], [2.722, 2.111, 0.841], [-0.520, 0.400, 0.244], [-0.581, -1.520, -0.713], [-0.635, -3.584, -2.724], [-0.077, -0.464, -0.220], [3.225, 1.999, 0.817], [0.103, 0.155, 0.066], [-0.005, -0.068, -0.101], [-0.011, -0.176, -0.088], [-0.101, -0.209, 0.112], [0.030, 0.173, -0.048], [0.176, 0.065, -0.256], [-0.070, 0.102, 0.269], [0.061, -0.047, -0.029], [-0.109, -0.061, 0.102], [-0.299, -0.004, 0.017], [-0.031, 0.555, 0.601], [-0.055, 0.098, 0.345], [-0.040, -0.058, -0.197]],
  "lowdin_charge": [-0.05, -0.37, -0.42, 0.06, 0.04, -0.11, -0.10, 0.06, 0.07, 0.07, 0.07, 0.08, 0.08, 0.08, 0.05, 0.08, 0.07, 0.08, 0.04, 0.06, 0.04],
  "homo_ev": -5.80,
  "total_energy_ev": -9862.74977,
  "de_lowest_kj_mol": 348.94,
  "orbital_gap_ev": 6.74,
  "mol_weight_g_mol": 115.18,
  "lumo_ev": 0.94
}